C16H12BrClFNO3 | ωB97M-V with the def2-TZVPD basis set

Each line ends with the natural charge from an NBO analysis.
Atoms and positions in Å:
C: 0.48 -2.37 2.79  -0.648
C: -0.20 -1.16 2.05  0.056
C: 0.18 0.18 2.07  -0.249
C: -0.41 1.08 1.50  -0.199
C: -1.32 0.80 0.75  0.166
C: -1.93 -0.66 0.64  -0.132
C: -1.33 -1.74 1.38  -0.209
H: -1.51 -2.59 1.06  0.190
H: -2.71 -0.83 -0.14  0.218
N: -2.19 1.78 -0.02  -0.716
C: -1.88 2.41 -1.33  0.742
O: -2.42 3.25 -1.79  -0.527
C: -0.24 2.20 -1.59  -0.203
H: -0.48 2.50 -2.81  0.203
H: 0.48 2.75 -1.20  0.217
O: -0.18 0.65 -1.61  -0.559
C: 1.06 0.39 -0.96  0.764
O: 1.84 1.10 -0.64  -0.512
C: 1.21 -0.96 -1.15  -0.198
C: 0.26 -2.12 -1.59  0.012
C: 0.73 -3.41 -1.43  -0.372
C: 1.62 -3.93 -0.72  0.461
C: 2.54 -2.86 -0.22  -0.313
C: 2.21 -1.63 -0.33  -0.144
H: 3.14 -0.65 -0.19  0.227
H: 3.48 -3.08 0.40  0.238
F: 2.07 -5.08 -0.31  -0.277
H: -0.07 -4.09 -1.95  0.230
Cl: -1.07 -1.77 -2.44  0.140
H: -3.22 1.92 0.26  0.407
Br: 0.09 2.87 1.61  0.088
H: 1.22 0.29 2.72  0.242
H: 1.58 -2.11 2.84  0.209
H: 0.56 -3.36 2.32  0.222
H: 0.17 -2.54 3.79  0.224

Computed properties:
lowest unoccupied orbital energy = -0.598 eV
E_HOMO = -8.7203 eV
gap between HOMO and LUMO = 8.122 eV
max |F| = 18.48 eV Å⁻¹



C16H12CdFN10O3 | ωB97M-V with the def2-TZVPD basis set

Each line ends with the natural charge from an NBO analysis.
Atoms and positions in Å:
Cd: -0.12 2.81 1.70  1.713
C: 2.63 -3.67 -1.25  -0.621
C: 2.14 -2.57 -2.19  -0.024
C: 1.36 -3.09 -3.40  -0.400
C: 0.08 -3.80 -2.95  -0.423
C: -0.71 -2.87 -2.07  -0.054
C: -2.08 -3.02 -1.96  -0.238
C: -2.81 -2.16 -1.14  0.377
F: -4.14 -2.35 -1.06  -0.325
C: -2.21 -1.15 -0.44  -0.223
C: -0.82 -0.98 -0.54  -0.151
C: -0.20 0.13 0.20  0.519
O: -0.91 0.90 0.87  -0.720
C: 1.23 0.20 0.08  -0.300
C: 1.88 -0.69 -0.70  0.124
N: 1.29 -1.66 -1.44  -0.376
C: -0.06 -1.84 -1.35  0.232
C: 2.15 1.22 0.80  0.785
O: 3.25 0.79 1.12  -0.673
O: 1.71 2.39 0.91  -0.855
H: 3.27 -4.38 -1.78  0.212
H: 1.79 -4.21 -0.82  0.211
H: 3.21 -3.23 -0.44  0.229
H: 3.00 -2.00 -2.55  0.215
H: 1.99 -3.77 -3.98  0.217
H: 1.09 -2.25 -4.03  0.216
H: 0.33 -4.72 -2.41  0.215
H: -0.51 -4.08 -3.81  0.223
H: -2.60 -3.79 -2.51  0.223
H: -2.77 -0.48 0.19  0.262
H: 2.96 -0.64 -0.75  0.239
N: -1.54 5.22 3.62  -0.596
C: -1.00 4.15 4.27  0.439
N: -1.05 3.99 5.59  -0.394
N: -0.42 2.84 5.81  -0.112
N: 0.00 2.33 4.72  -0.129
N: -0.35 3.12 3.70  -0.629
C: -1.68 5.35 2.26  0.440
N: -2.37 6.34 1.69  -0.394
N: -2.25 6.11 0.38  -0.113
N: -1.55 5.07 0.15  -0.133
N: -1.15 4.54 1.32  -0.627
H: -2.05 5.88 4.18  0.421

Computed properties:
lowest unoccupied orbital energy = 1.695 eV
E_HOMO = -4.9774 eV
gap between HOMO and LUMO = 6.672 eV
ΔE to the lowest compared entry with this formula, charge and spin = 45.7 kJ/mol
charge = -1
max |F| = 2.43 eV Å⁻¹



C16H12ClKN2O5S3 | ωB97M-V with the def2-TZVPD basis set

Each line ends with the natural charge from an NBO analysis.
Atoms and positions in Å:
K: 0.21 -0.73 -0.78  0.917
S: -0.62 -1.84 1.98  -0.549
C: -0.60 -3.56 1.73  -0.166
C: -0.33 -4.37 2.84  -0.180
C: -0.30 -5.75 2.81  -0.224
C: -0.02 -6.49 4.00  0.338
N: 0.22 -7.08 4.96  -0.419
C: -0.57 -6.40 1.59  -0.218
C: -0.84 -5.63 0.47  -0.139
C: -0.87 -4.22 0.48  -0.183
S: -1.27 -3.43 -1.02  -0.538
C: -0.57 -7.83 1.48  0.321
N: -0.58 -8.97 1.38  -0.412
H: -0.13 -3.86 3.78  0.216
H: -1.05 -6.12 -0.47  0.211
C: 2.14 4.78 1.34  -0.624
C: 1.09 4.13 0.49  -0.015
C: 1.17 4.18 -0.90  -0.191
C: 0.23 3.54 -1.69  -0.220
C: -0.83 2.88 -1.08  -0.211
C: -0.93 2.80 0.30  -0.240
C: 0.03 3.43 1.08  -0.200
S: -1.95 1.89 -2.07  1.279
C: -2.68 3.26 -2.99  -0.824
O: -3.00 1.37 -1.17  -0.973
H: 3.04 4.98 0.76  0.214
H: 2.41 4.13 2.18  0.220
H: 1.78 5.72 1.76  0.205
H: 2.02 4.66 -1.37  0.212
H: 0.35 3.51 -2.76  0.231
H: -1.73 2.23 0.74  0.254
H: -0.03 3.36 2.15  0.208
H: -3.15 3.95 -2.30  0.226
H: -3.42 2.82 -3.66  0.227
H: -1.90 3.75 -3.57  0.226
O: 2.06 1.04 -1.14  -0.914
Cl: 2.55 0.98 -2.50  2.548
O: 3.54 2.01 -2.70  -0.868
O: 1.43 1.20 -3.40  -0.890
O: 3.11 -0.32 -2.74  -0.856

Computed properties:
lowest unoccupied orbital energy = 3.746 eV
E_HOMO = -0.9664 eV
gap between HOMO and LUMO = 4.713 eV
ΔE to the lowest compared entry with this formula, charge and spin = 42.2 kJ/mol
charge = -2
max |F| = 0.50 eV Å⁻¹



C16H12FNO4S2 | ωB97M-V with the def2-TZVPD basis set

Each line ends with the natural charge from an NBO analysis.
Atoms and positions in Å:
C: -5.50 0.89 0.64  -0.859
S: -4.61 2.46 0.37  2.132
O: -4.90 3.11 -0.92  -0.901
O: -4.72 3.23 1.60  -0.931
C: -2.93 1.77 0.40  -0.318
C: -2.21 1.64 1.63  -0.227
C: -0.80 1.39 1.48  -0.174
C: -0.22 1.16 0.26  -0.121
C: 1.22 0.84 -0.14  -0.194
S: 2.38 0.40 1.14  0.304
C: 2.78 -1.25 0.83  -0.235
C: 4.13 -1.61 0.76  -0.217
C: 4.48 -2.87 0.41  -0.252
C: 3.46 -3.87 0.12  0.417
F: 3.76 -5.18 -0.31  -0.332
C: 2.21 -3.47 0.16  -0.281
C: 1.87 -2.18 0.57  -0.183
C: 1.30 0.67 -1.50  0.038
C: 2.45 0.35 -2.30  0.741
O: 2.25 0.63 -3.46  -0.549
O: 3.61 0.23 -1.66  -0.665
N: -0.10 0.90 -1.98  -0.533
C: -0.88 1.27 -0.94  0.232
C: -2.27 1.60 -0.84  -0.244
H: -6.59 1.27 0.54  0.253
H: -5.10 0.12 -0.07  0.246
H: -5.40 0.45 1.57  0.244
H: -2.54 1.78 2.72  0.261
H: -0.06 1.34 2.27  0.228
H: 4.85 -0.81 1.20  0.239
H: 5.48 -3.26 0.33  0.239
H: 1.40 -4.13 0.00  0.235
H: 0.82 -1.93 0.61  0.227
H: 3.56 0.23 -0.70  0.504
H: -0.37 0.99 -2.95  0.434
H: -2.78 1.81 -1.80  0.241

Computed properties:
lowest unoccupied orbital energy = -0.546 eV
E_HOMO = -8.9024 eV
SMILES = CS(=O)(=O)c1ccc2c(Sc3ccc(F)cc3)c(C(=O)O)[nH]c2c1
gap between HOMO and LUMO = 8.357 eV
ΔE to the lowest compared entry with this formula, charge and spin = 215.6 kJ/mol
max |F| = 5.42 eV Å⁻¹



C16H12N3O3PtS3 | ωB97M-V with the def2-TZVPD basis set

Each line ends with the Löwdin spin population.
Atoms and positions in Å:
Pt: -0.17 1.17 0.86  0.777
O: -1.01 0.59 2.99  0.035
N: -0.63 -0.60 3.35  0.004
C: -0.20 -0.76 4.62  0.010
C: 0.23 -1.97 5.11  0.000
C: 0.24 -3.06 4.25  0.010
C: -0.20 -2.90 2.96  -0.001
C: -0.65 -1.66 2.46  0.011
S: -1.17 -1.41 0.86  0.002
H: -0.23 0.16 5.19  0.001
H: 0.57 -2.03 6.14  0.000
H: 0.60 -4.03 4.58  0.001
H: -0.18 -3.72 2.25  0.000
O: 0.14 0.42 -3.19  0.018
C: 0.04 1.30 -2.32  0.012
O: 0.80 1.35 -1.28  0.048
C: -0.97 2.41 -2.50  0.001
C: -1.39 2.60 -3.82  0.000
C: -2.25 3.62 -4.20  0.000
C: -2.72 4.48 -3.20  0.001
C: -2.34 4.30 -1.89  0.003
C: -1.45 3.27 -1.47  0.007
S: -1.14 3.24 0.25  0.040
H: -1.00 1.91 -4.55  0.000
H: -2.54 3.74 -5.23  0.000
H: -3.40 5.29 -3.45  0.000
H: -2.72 4.95 -1.12  0.001
S: 2.18 -0.06 1.65  0.012
C: 2.30 -1.22 0.45  0.004
N: 1.80 -0.95 -0.80  0.001
C: 1.70 -1.86 -1.75  0.000
C: 2.18 -3.13 -1.54  0.001
C: 2.78 -3.34 -0.30  0.001
N: 2.85 -2.45 0.66  0.001
H: 1.40 0.07 -1.02  0.000
H: 1.23 -1.50 -2.66  0.000
H: 2.11 -3.91 -2.29  0.000
H: 3.23 -4.31 -0.07  0.000

Computed properties:
lowest unoccupied orbital energy (alpha / beta) = 4.991 / 4.990 eV
E_HOMO (alpha / beta) = 0.0722 / 0.2171 eV
gap between HOMO and LUMO (alpha / beta) = 4.919 / 4.772 eV
ΔE to the lowest compared entry with this formula, charge and spin = 0.0 kJ/mol
spin multiplicity = 2
charge = -2
max |F| = 0.18 eV Å⁻¹



C16H12NO7RuTe | ωB97M-V with the def2-TZVPD basis set

Each line ends with the Löwdin spin population.
Atoms and positions in Å:
Ru: 0.46 0.13 -0.38  0.739
O: -0.79 -1.25 5.55  0.000
C: -0.51 -1.02 4.26  0.000
C: 0.80 -0.95 3.78  0.000
C: 0.98 -0.69 2.44  -0.001
N: -0.04 -0.53 1.61  0.001
C: -1.29 -0.64 2.05  0.000
C: -1.57 -0.88 3.37  0.000
C: -2.34 -0.52 0.98  0.005
O: -3.51 -0.61 1.26  0.008
O: -1.81 -0.35 -0.18  0.097
C: 2.32 -0.60 1.77  0.002
O: 3.33 -0.59 2.43  0.004
O: 2.21 -0.57 0.48  0.015
H: 0.03 -1.34 6.06  0.000
H: 1.67 -1.06 4.42  0.000
H: -2.60 -0.97 3.70  0.000
C: -3.03 -0.48 -3.24  0.026
Te: -1.05 0.06 -2.64  0.076
C: -0.96 1.20 -4.45  0.021
C: -2.25 0.93 -5.18  0.004
C: -2.49 1.51 -6.42  0.001
C: -3.65 1.23 -7.12  0.000
C: -4.58 0.35 -6.59  0.000
C: -4.37 -0.21 -5.34  0.001
C: -3.21 0.08 -4.62  0.004
H: -3.76 -0.08 -2.54  0.000
H: -3.11 -1.57 -3.21  0.001
H: -0.09 0.91 -5.02  0.001
H: -0.86 2.25 -4.19  0.000
H: -1.75 2.18 -6.85  0.000
H: -3.82 1.69 -8.09  0.000
H: -5.49 0.12 -7.14  0.000
H: -5.10 -0.89 -4.92  0.000
O: 1.21 2.11 -0.75  -0.016
C: 1.95 1.69 -1.69  0.001
O: 1.70 0.61 -2.28  0.007
H: 2.81 2.30 -1.98  0.001

Computed properties:
lowest unoccupied orbital energy (alpha / beta) = -1.962 / -2.006 eV
E_HOMO (alpha / beta) = -8.3984 / -8.3258 eV
gap between HOMO and LUMO (alpha / beta) = 6.436 / 6.320 eV
ΔE to the lowest compared entry with this formula, charge and spin = 292.4 kJ/mol
spin multiplicity = 2
max |F| = 1.59 eV Å⁻¹



C16H13Cl6NO3Pt | ωB97M-V with the def2-TZVPD basis set

Each line ends with the natural charge from an NBO analysis.
Atoms and positions in Å:
Pt: 0.27 0.15 -0.43  0.913
Cl: 2.42 5.81 2.35  0.074
C: 1.82 4.22 2.29  -0.102
C: 2.27 3.27 3.24  -0.060
Cl: 3.35 3.78 4.46  0.077
C: 1.83 1.96 3.18  -0.167
Cl: 2.36 0.81 4.34  0.058
C: 0.99 1.50 2.13  0.408
O: 0.67 0.30 1.97  -0.614
C: 0.46 2.52 1.18  0.257
O: -0.35 2.14 0.28  -0.586
C: 0.90 3.85 1.32  -0.107
Cl: 0.32 5.01 0.18  0.058
C: -2.72 0.18 -1.92  -0.623
C: -2.64 -1.10 -1.11  -0.064
O: -2.01 -0.78 0.12  -0.578
C: -1.90 -1.85 1.04  -0.062
C: -0.68 -2.73 0.78  -0.638
H: -3.08 -0.03 -2.93  0.214
H: -1.72 0.62 -1.97  0.211
H: -3.39 0.89 -1.45  0.215
H: -2.07 -1.86 -1.65  0.170
H: -3.65 -1.49 -0.90  0.170
H: -2.82 -2.45 1.02  0.167
H: -1.80 -1.38 2.03  0.198
H: -0.76 -3.24 -0.18  0.208
H: -0.58 -3.48 1.56  0.220
H: 0.21 -2.10 0.77  0.215
Cl: 2.39 1.84 -1.21  0.055
C: 2.98 0.70 -2.37  0.130
C: 4.06 1.00 -3.16  -0.300
C: 4.53 0.07 -4.08  -0.119
C: 3.91 -1.17 -4.20  -0.266
C: 2.83 -1.48 -3.40  0.039
Cl: 2.09 -3.02 -3.52  0.064
C: 2.29 -0.56 -2.45  -0.071
N: 1.26 -0.84 -1.71  -0.469
H: 4.55 1.96 -3.06  0.238
H: 5.37 0.31 -4.71  0.228
H: 4.26 -1.89 -4.92  0.238

Computed properties:
lowest unoccupied orbital energy (alpha / beta) = -2.560 / -2.691 eV
E_HOMO (alpha / beta) = -7.3470 / -7.2436 eV
gap between HOMO and LUMO (alpha / beta) = 4.787 / 4.553 eV
max |F| = 4.07 eV Å⁻¹



C16H13ClCsNO7 | ωB97M-V with the def2-TZVPD basis set

Each line ends with the Mulliken charge.
Atoms and positions in Å:
Cs: -0.18 -2.41 0.70  1.096
O: 1.54 0.23 4.88  -0.456
C: 1.42 -0.50 3.76  0.223
O: 0.49 -1.22 3.49  -0.519
C: 2.58 -0.35 2.78  0.391
C: 3.80 0.14 3.30  -0.416
C: 4.92 0.20 2.47  -0.506
C: 4.74 0.04 1.13  -0.669
C: 3.54 -0.60 0.71  0.627
N: 2.53 -0.80 1.51  -0.181
C: 3.37 -0.86 -0.72  0.366
O: 4.52 -0.89 -1.45  -0.539
O: 2.26 -0.93 -1.27  -0.447
H: 0.87 -0.06 5.54  0.396
H: 3.82 0.49 4.31  0.460
H: 5.90 0.36 2.97  0.389
H: 5.61 0.05 0.49  0.405
H: 5.27 -1.44 -1.03  0.390
C: -0.30 0.63 -2.50  -1.292
C: -1.78 0.49 -2.67  1.143
C: -2.34 0.37 -3.90  -0.629
C: -3.70 0.41 -4.02  0.153
Cl: -4.51 0.26 -5.54  -0.240
C: -4.50 0.27 -2.91  -0.883
C: -3.98 0.51 -1.62  -0.584
C: -2.59 0.61 -1.47  0.702
O: -1.98 0.78 -0.27  -0.516
C: -2.84 0.87 0.93  -0.652
C: -3.55 -0.43 1.31  0.539
O: -4.83 -0.41 1.35  -0.714
O: -2.75 -1.42 1.46  -0.674
H: 0.19 0.64 -3.52  0.369
H: 0.22 -0.18 -2.00  0.205
H: 0.01 1.64 -2.10  0.286
H: -1.72 0.21 -4.82  0.286
H: -5.57 0.07 -2.95  0.372
H: -4.64 0.45 -0.74  0.405
H: -3.67 1.59 0.70  0.391
H: -2.16 1.19 1.70  0.324

Computed properties:
lowest unoccupied orbital energy = -1.443 eV
E_HOMO = -7.3536 eV
gap between HOMO and LUMO = 5.910 eV
ΔE to the lowest compared entry with this formula, charge and spin = 89.1 kJ/mol
max |F| = 3.41 eV Å⁻¹



> Which of these has the lowest max |F|?

C16H12N3O3PtS3